Entry 1:
17
Properties=species:S:1:pos:R:3:forces:R:3 method="wB97M-V/def2-TZVPD" spin_multiplicity=1 relative_energy_ev=2.243 charge=0 orbital_gap_ev=10.49 smiles=C[C@H]1N[C@H]1[C@H]1CN1
C 1.682529 -1.046813 0.047640 0.051 -0.053 -0.010
C 0.437524 -1.333845 -0.765730 0.232 -0.015 -0.284
N -0.852589 -1.532914 -0.120477 0.086 -0.324 0.292
C -0.590498 -0.266566 -0.808854 0.070 0.142 -0.189
C -0.272524 1.078205 -0.205774 0.029 -0.102 -0.129
C -1.297877 1.910574 0.459052 -0.258 0.124 -0.085
N -0.221564 1.290227 1.234674 0.017 -0.194 0.215
H 2.242708 -1.956477 0.276918 -0.056 0.043 -0.054
H 1.460588 -0.532211 0.990165 -0.046 -0.156 -0.208
H 2.333546 -0.374024 -0.521202 0.040 -0.151 0.053
H 0.565769 -1.983036 -1.627263 0.173 0.193 -0.063
H -0.693270 -1.619541 0.877249 -0.305 0.679 0.173
H -1.180902 -0.190012 -1.719401 -0.018 0.006 0.113
H 0.518169 1.602508 -0.747840 -0.149 -0.114 0.110
H -1.245739 2.994878 0.391181 -0.002 -0.198 -0.004
H -2.301523 1.503445 0.549666 0.116 0.008 -0.007
H -0.584348 0.455601 1.689994 0.019 0.112 0.076


Entry 2:
71
Properties=species:S:1:pos:R:3:forces:R:3 method="wB97M-V/def2-TZVPD" spin_multiplicity=1 relative_energy_ev=1.099 charge=0 orbital_gap_ev=6.12
Ca -0.105661 -0.300802 0.239308 -0.212 -1.498 -0.838
O 3.439692 1.708168 6.024844 0.108 -0.357 -0.075
C 3.846163 0.685606 5.439139 0.281 0.151 0.208
O 4.784405 -0.101534 5.682604 -0.285 0.237 -0.017
C 3.058245 0.342959 4.157860 -0.036 -0.088 -0.117
C 3.590427 -0.520337 3.203381 0.017 0.000 0.104
C 2.864591 -0.801712 2.066333 -0.267 -0.008 0.029
N 1.652684 -0.279345 1.830391 0.446 0.372 0.369
C 1.145194 0.569037 2.751678 -0.009 -0.187 -0.228
C 1.804194 0.891073 3.919460 -0.093 0.026 0.051
C -0.204670 1.168199 2.360566 0.205 0.592 -0.009
O -1.136749 1.170949 3.152372 0.096 0.106 -0.088
O -0.247734 1.563645 1.114098 0.001 1.318 1.411
H 4.562224 -0.957641 3.393691 -0.024 0.011 -0.008
H 3.245653 -1.483866 1.310494 -0.003 0.030 -0.002
H 1.375549 1.574187 4.641152 0.035 -0.007 -0.009
N -2.846986 -1.036972 2.380124 0.219 0.058 -0.160
C -1.685404 -1.786404 2.597392 -0.197 -0.058 -0.346
C -1.430682 -2.248348 3.892340 -0.088 0.070 0.192
C -0.311558 -3.009112 4.120483 0.024 -0.053 0.082
C 0.526648 -3.351392 3.057821 -0.013 -0.073 0.144
C 0.190898 -2.874177 1.822518 -0.288 0.067 -0.181
N -0.882510 -2.090114 1.580582 -0.127 -0.495 0.409
C -3.174810 -0.155275 1.346141 0.235 -0.315 0.044
C -4.281233 0.681670 1.528079 -0.133 0.058 0.073
C -4.629710 1.542980 0.520648 -0.016 0.064 -0.080
C -3.896052 1.559213 -0.670790 -0.121 0.087 0.049
C -2.831815 0.705100 -0.762355 0.032 -0.287 0.248
N -2.468420 -0.140934 0.224052 -0.627 0.118 -0.113
H -3.311290 -0.801859 3.240920 0.001 0.052 0.058
H -2.095663 -1.978730 4.703458 0.057 0.021 -0.013
H -0.081685 -3.339353 5.125350 -0.007 0.011 -0.017
H 1.416292 -3.948133 3.202073 -0.042 0.018 0.003
H 0.796730 -3.111824 0.950448 0.005 0.072 0.063
H -4.833723 0.655191 2.458240 0.013 0.025 -0.011
H -5.467873 2.214097 0.654051 -0.015 -0.012 -0.002
H -4.144914 2.224570 -1.486914 0.016 -0.025 0.056
H -2.218154 0.669613 -1.659980 -0.023 0.025 0.079
N 2.442989 1.821231 -0.430825 -0.062 -0.042 0.014
C 2.442996 0.917411 -1.398415 -0.299 -0.119 0.023
N 3.452521 0.925589 -2.273046 -0.084 -0.046 0.088
C 3.382829 -0.000655 -3.213298 -0.004 -0.144 -0.210
N 4.380930 -0.054602 -4.109434 -0.088 -0.040 0.020
N 2.381865 -0.909032 -3.372531 0.321 0.073 -0.189
C 1.451426 -0.842509 -2.454837 -0.372 -0.130 0.108
N 1.407528 0.016995 -1.435960 0.869 0.162 -0.847
C 0.305926 -1.833949 -2.576201 0.259 0.443 0.301
C 0.252544 -2.719909 -3.632140 -0.008 -0.187 -0.235
C -0.820767 -3.597657 -3.703684 0.151 0.003 -0.135
C -1.793966 -3.556476 -2.723427 -0.103 -0.061 0.028
C -1.659394 -2.640050 -1.694791 0.184 0.160 0.090
N -0.630827 -1.793029 -1.618637 0.081 -0.229 -0.491
H 3.153039 2.532312 -0.456032 -0.001 -0.015 0.028
H 1.634616 1.939641 0.174633 0.022 -0.027 0.008
H 5.158566 0.572221 -4.014039 0.003 0.008 -0.008
H 4.366669 -0.759075 -4.823057 0.011 0.006 0.013
H 1.043453 -2.707390 -4.368571 -0.042 -0.019 0.016
H -0.891436 -4.308835 -4.517827 0.009 0.039 0.023
H -2.644305 -4.224666 -2.745997 0.020 0.020 0.007
H -2.385847 -2.571309 -0.894447 0.025 0.019 0.006
Br 0.908168 4.872718 -0.951732 -0.003 0.008 -0.004
C -0.210448 3.961009 -2.180386 -0.081 -0.074 -0.050
C -1.322295 4.632459 -2.675575 -0.078 0.044 -0.010
C -2.133922 3.956532 -3.567058 -0.063 0.100 0.009
C -1.805939 2.658375 -3.934857 -0.025 -0.029 0.000
C -0.671418 2.095658 -3.383529 0.159 0.084 0.095
N 0.119085 2.732901 -2.509929 -0.043 -0.099 -0.112
H -1.532834 5.646148 -2.367253 -0.004 -0.022 0.008
H -3.013860 4.441259 -3.974533 0.054 -0.018 0.018
H -2.415261 2.099033 -4.632100 0.030 0.006 -0.002
H -0.364938 1.089251 -3.652524 0.002 0.001 0.028


Entry 3:
16
Properties=species:S:1:pos:R:3:forces:R:3 method="wB97M-V/def2-TZVPD" spin_multiplicity=1 relative_energy_ev=0.193 charge=-1 orbital_gap_ev=6.08 smiles=CN[C@H](C)C[S-]
C -1.444148 1.327651 0.444815 0.276 -1.030 0.056
N -0.726912 0.168321 1.011113 0.409 0.659 0.112
C 0.041612 -0.712471 0.066836 -0.543 0.311 -0.126
C 1.430292 -0.903359 0.635397 -0.022 -0.091 0.137
C 0.137570 -0.203100 -1.368232 0.032 -0.007 -0.453
S 0.611404 -1.483725 -2.583439 0.121 -0.061 0.111
H -2.297362 0.964158 -0.117598 -0.235 0.123 -0.143
H -0.813108 1.919366 -0.222775 -0.156 0.283 0.042
H -1.802586 1.904745 1.293300 -0.073 0.280 -0.046
H -0.039335 0.599076 1.623105 -0.002 -0.269 0.088
H -0.492184 -1.659901 0.021535 0.043 -0.205 0.015
H 1.399432 -1.291891 1.658449 0.037 -0.124 -0.066
H 2.022818 -1.542706 -0.014625 -0.054 -0.168 0.013
H 1.917026 0.071288 0.663973 0.156 0.203 0.033
H 0.859612 0.616342 -1.401711 0.157 0.172 0.045
H -0.804134 0.226209 -1.710136 -0.147 -0.077 0.182


| no. | LUMO (eV) | highest occupied orbital energy (eV) |
| --- | --- | --- |
| 1 | 1.173 | -9.3124 |
| 2 | -0.903 | -7.0254 |
| 3 | 3.818 | -2.2656 |